ORCA calculation (wB97M-V/def2-TZVPD) on a cluster of 6 separate species, C22H30BBrF15NO14 in total in a non-equilibrium geometry.

Last column: Löwdin charge in e.
CARTESIAN COORDINATES (ANGSTROEM)
N -4.996 -0.153 -2.941  0.123
B -6.014 -1.255 -3.315  -0.324
O -5.995 -1.921 -4.665  0.029
C -7.125 -1.771 -2.218  -0.133
O -6.663 -2.131 -0.989  -0.003
O -8.569 -1.937 -2.436  -0.099
C -9.195 -0.735 -3.010  -0.665
O -9.200 0.445 -2.119  -0.103
Br -11.162 -1.218 -3.256  0.652
H -5.002 -0.078 -1.886  0.086
H -5.286 0.771 -3.365  0.091
H -6.701 -1.412 -5.173  0.106
H -8.820 -0.456 -4.087  0.130
H -8.718 1.156 -2.665  0.130
C 0.574 1.320 -3.292  -0.062
C -0.274 2.536 -2.968  -0.207
O -0.707 3.187 -4.171  0.011
C -1.786 2.626 -4.806  -0.324
O -2.372 1.623 -4.403  0.134
C -2.170 3.441 -6.039  -0.472
F -1.092 3.778 -6.805  0.140
F -2.782 4.614 -5.708  0.141
F -3.030 2.784 -6.867  0.139
H 1.410 1.597 -3.941  0.084
H 0.969 0.869 -2.377  0.085
H -0.007 0.563 -3.827  0.077
H 0.328 3.264 -2.412  0.119
H -1.131 2.277 -2.334  0.127
C 2.398 8.214 -3.109  -0.063
C 3.569 7.256 -3.235  -0.209
O 4.079 6.906 -1.939  0.013
C 3.384 5.939 -1.259  -0.319
O 2.377 5.385 -1.695  0.137
C 4.058 5.629 0.076  -0.468
F 4.410 6.755 0.762  0.146
F 5.205 4.908 -0.084  0.129
F 3.268 4.906 0.918  0.142
H 2.682 9.092 -2.520  0.085
H 2.059 8.542 -4.095  0.085
H 1.556 7.744 -2.593  0.076
H 4.386 7.746 -3.776  0.128
H 3.300 6.358 -3.804  0.127
C 6.263 3.914 2.587  -0.055
C 5.260 2.810 2.870  -0.207
O 5.856 1.776 3.668  0.011
C 5.937 2.024 5.014  -0.323
O 5.540 3.058 5.545  0.145
C 6.544 0.829 5.747  -0.471
F 7.657 0.340 5.127  0.139
F 5.670 -0.215 5.836  0.137
F 6.921 1.120 7.023  0.143
H 7.168 3.502 2.129  0.091
H 5.835 4.663 1.916  0.049
H 6.573 4.413 3.510  0.082
H 4.952 2.346 1.927  0.128
H 4.354 3.199 3.349  0.128
C 5.039 -4.692 5.944  -0.063
C 5.715 -4.008 4.770  -0.210
O 5.520 -4.761 3.563  0.010
C 4.310 -4.597 2.939  -0.323
O 3.418 -3.863 3.357  0.143
C 4.255 -5.414 1.649  -0.472
F 4.713 -6.688 1.812  0.140
F 5.013 -4.861 0.659  0.142
F 2.994 -5.528 1.144  0.141
H 5.384 -5.727 6.036  0.084
H 5.252 -4.162 6.876  0.083
H 3.954 -4.730 5.808  0.077
H 6.796 -3.964 4.946  0.128
H 5.367 -2.976 4.646  0.119
C -6.902 -4.811 0.061  -0.071
C -5.731 -5.769 -0.065  -0.203
O -5.221 -6.119 1.231  0.011
C -5.916 -7.086 1.911  -0.325
O -6.923 -7.640 1.475  0.141
C -5.242 -7.396 3.246  -0.472
F -4.890 -6.270 3.932  0.139
F -4.095 -8.117 3.086  0.141
F -6.032 -8.119 4.088  0.140
H -6.618 -3.933 0.650  0.077
H -7.241 -4.483 -0.925  0.070
H -7.744 -5.281 0.577  0.081
H -4.914 -5.279 -0.606  0.127
H -6.000 -6.667 -0.634  0.126

The spin multiplicity is 1. Its LUMO energy is -0.937 eV. The calculation puts the HOMO-LUMO gap at 9.7 eV. As for the structure (SMILES): NB(O)C(=O)O[C@H](O)Br.CCOC(=O)C(F)(F)F.CCOC(=O)C(F)(F)F.CCOC(=O)C(F)(F)F.CCOC(=O)C(F)(F)F.CCOC(=O)C(F)(F)F. The value obtained for the electronic energy is -164936.352 eV. The largest force on an atom comes out at 0.1740 Eh/bohr.